Here is C18H24N2O4 in the gas phase at a distorted geometry from the OMol25 dataset. Energies are from the ωB97M-V functional and the def2-TZVPD basis.

For the LUMO energy, the calculation gives 0.67 eV. The HOMO-LUMO gap is 9.368 eV. As for the structure (SMILES): COCCc1nc2ccc(C(=O)N3CCCC[C@H]3COC)cc2o1.

Geometry as ORCA input:
```
! RIJCOSX wB97M-V def2-TZVPD def2/J DEFGRID3
* xyz 0 1
C -5.141 -2.697 -0.633
O -5.241 -1.783 0.433
C -6.158 -0.741 0.235
C -5.742 0.279 -0.849
C -4.392 0.815 -0.554
N -4.120 1.820 0.204
C -2.746 1.902 0.216
C -1.875 2.781 0.845
C -0.524 2.586 0.643
C -0.037 1.539 -0.147
C 1.441 1.445 -0.387
O 2.013 2.277 -1.068
N 2.084 0.394 0.174
C 1.471 -0.566 1.064
C 2.207 -0.597 2.404
C 3.679 -0.924 2.178
C 4.292 0.112 1.240
C 3.508 0.241 -0.068
C 3.772 -0.943 -1.023
O 5.115 -1.043 -1.427
C 5.518 -0.094 -2.385
C -0.896 0.658 -0.792
C -2.247 0.862 -0.595
O -3.313 0.180 -1.083
H -4.550 -3.532 -0.263
H -4.636 -2.260 -1.501
H -6.131 -3.058 -0.937
H -7.148 -1.145 -0.027
H -6.220 -0.230 1.198
H -6.461 1.098 -0.841
H -5.734 -0.196 -1.830
H -2.250 3.583 1.459
H 0.189 3.254 1.100
H 0.426 -0.295 1.217
H 1.506 -1.561 0.605
H 1.741 -1.340 3.052
H 2.117 0.380 2.883
H 3.772 -1.922 1.748
H 4.216 -0.920 3.128
H 5.319 -0.161 0.993
H 4.303 1.083 1.740
H 3.816 1.159 -0.581
H 3.112 -0.842 -1.898
H 3.557 -1.892 -0.527
H 6.520 -0.383 -2.694
H 5.546 0.921 -1.977
H 4.850 -0.104 -3.254
H -0.527 -0.139 -1.418
*
```

=====

Here is C18H24N2O6S2 in the gas phase at a distorted geometry from the OMol25 dataset. Energies are from the ωB97M-V functional and the def2-TZVPD basis.

For the LUMO energy, the calculation gives 0.03 eV. The HOMO-LUMO gap is 9.107 eV. As for the structure (SMILES): COCCNS(=O)(=O)c1ccc(-c2ccc(S(=O)(=O)NCCOC)cc2)cc1.

Geometry as ORCA input:
```
! RIJCOSX wB97M-V def2-TZVPD def2/J DEFGRID3
* xyz 0 1
C 4.514 -0.080 -0.272
O 3.868 -1.276 0.115
C 4.733 -2.359 0.350
C 5.361 -2.951 -0.920
N 4.410 -3.519 -1.838
S 3.617 -2.533 -2.917
O 4.536 -1.497 -3.291
O 3.098 -3.404 -3.930
C 2.201 -1.801 -2.096
C 1.331 -2.595 -1.377
C 0.225 -2.022 -0.777
C -0.024 -0.657 -0.912
C -1.196 -0.044 -0.268
C -1.975 0.886 -0.956
C -3.065 1.475 -0.343
C -3.378 1.131 0.958
S -4.716 1.980 1.775
O -5.619 2.513 0.797
O -5.226 1.153 2.831
N -3.895 3.295 2.413
C -3.366 3.178 3.753
C -1.890 3.598 3.845
O -1.026 2.773 3.097
C -0.755 3.235 1.795
C -2.629 0.204 1.655
C -1.540 -0.385 1.040
C 0.852 0.121 -1.668
C 1.964 -0.451 -2.259
H 5.342 0.151 0.408
H 3.760 0.701 -0.203
H 4.888 -0.135 -1.299
H 5.539 -2.060 1.038
H 4.113 -3.115 0.843
H 5.879 -2.175 -1.486
H 6.082 -3.722 -0.635
H 3.829 -4.253 -1.469
H 1.513 -3.656 -1.296
H -0.465 -2.636 -0.219
H -1.733 1.132 -1.979
H -3.690 2.190 -0.854
H -4.347 4.166 2.190
H -3.945 3.770 4.470
H -3.457 2.126 4.029
H -1.780 4.646 3.539
H -1.577 3.500 4.889
H -1.668 3.353 1.205
H -0.220 4.193 1.826
H -0.119 2.482 1.332
H -2.912 -0.049 2.664
H -0.933 -1.094 1.583
H 0.669 1.180 -1.774
H 2.659 0.131 -2.841
*
```

=====

Here is a gas-phase ion, C18H24N3O4 (charge +1) at a distorted geometry from the OMol25 dataset. Energies are from the ωB97M-V functional and the def2-TZVPD basis.

For the LUMO energy, the calculation gives -3.81 eV. The HOMO-LUMO gap is 7.193 eV. As for the structure (SMILES): CCOC(=O)CCCCC(=O)c1[nH]c(=O)[nH]c1C[n+]1ccc(C)cc1.

Geometry as ORCA input:
```
! RIJCOSX wB97M-V def2-TZVPD def2/J DEFGRID3
* xyz 1 1
C -5.697 -2.122 -0.795
C -5.933 -0.916 0.102
O -5.379 0.279 -0.470
C -4.090 0.500 -0.325
O -3.347 -0.225 0.305
C -3.662 1.758 -1.046
C -2.726 2.672 -0.245
C -1.319 2.099 -0.015
C -1.124 1.578 1.421
C 0.202 0.886 1.533
O 1.200 1.424 1.990
C 0.274 -0.483 1.029
N -0.742 -1.154 0.381
C -0.364 -2.433 0.077
O -0.978 -3.296 -0.484
N 0.958 -2.527 0.538
C 1.332 -1.353 1.136
C 2.664 -1.141 1.777
N 3.634 -0.624 0.812
C 3.754 0.699 0.637
C 4.622 1.214 -0.299
C 5.400 0.364 -1.089
C 6.363 0.881 -2.087
C 5.240 -1.012 -0.881
C 4.358 -1.470 0.066
H -4.635 -2.342 -0.869
H -6.092 -1.933 -1.790
H -6.202 -2.985 -0.373
H -5.486 -1.076 1.087
H -6.998 -0.703 0.205
H -3.165 1.447 -1.969
H -4.565 2.303 -1.320
H -2.640 3.604 -0.806
H -3.188 2.913 0.713
H -0.575 2.878 -0.193
H -1.130 1.296 -0.729
H -1.134 2.422 2.112
H -1.929 0.890 1.674
H -1.700 -0.815 0.275
H 1.465 -3.397 0.537
H 3.041 -2.081 2.187
H 2.550 -0.404 2.576
H 3.122 1.329 1.250
H 4.698 2.284 -0.410
H 7.377 0.785 -1.696
H 6.184 1.929 -2.309
H 6.321 0.300 -3.006
H 5.812 -1.720 -1.461
H 4.227 -2.527 0.245
*
```

=====

Here is a molecular structure, C18H24N4O2RuSSi at a distorted geometry from the OMol25 dataset. Energies are from the ωB97M-V functional and the def2-TZVPD basis.

For the LUMO energy (spin up / spin down), the calculation gives -4.83 / -3.73 eV. The HOMO-LUMO gap (spin up / spin down) is 6.218 / 7.235 eV. Its expectation value of S² is 1.247.

Geometry as ORCA input:
```
! RIJCOSX wB97M-V def2-TZVPD def2/J DEFGRID3
* xyz 1 2
Ru -0.585 -0.406 0.572
C 4.428 0.141 0.423
O 3.673 0.237 1.648
C 2.367 0.109 1.537
O 1.771 -0.079 0.485
N 1.760 0.198 2.747
N 0.368 0.273 2.783
H 5.470 0.151 0.720
H 4.206 0.992 -0.218
H 4.189 -0.781 -0.101
H 2.304 0.515 3.534
H 0.064 1.241 2.833
H 0.031 -0.214 3.602
C -2.347 4.952 -1.516
Si -3.351 4.429 -0.013
C -5.073 5.187 -0.066
C -2.493 4.884 1.601
C -3.593 2.533 -0.073
C -4.869 1.986 -0.196
C -5.061 0.614 -0.292
C -3.952 -0.207 -0.254
N -2.722 0.284 -0.107
C -2.546 1.611 -0.030
S -0.855 2.013 0.129
H -2.292 6.041 -1.569
H -2.802 4.595 -2.441
H -1.327 4.566 -1.469
H -5.000 6.276 -0.075
H -5.671 4.910 0.805
H -5.628 4.898 -0.961
H -2.464 5.970 1.714
H -1.467 4.517 1.619
H -3.022 4.474 2.463
H -5.730 2.642 -0.221
H -6.047 0.185 -0.393
H -4.041 -1.273 -0.375
C 0.186 -2.525 -0.286
C -1.144 -2.796 0.069
C -2.102 -3.269 -0.876
C -3.371 -3.589 -0.488
C -3.782 -3.394 0.849
C -2.884 -2.888 1.786
C -1.580 -2.612 1.418
C -5.120 -3.693 1.235
N -6.206 -3.933 1.529
H 0.520 -2.678 -1.302
H 0.950 -2.512 0.480
H -1.786 -3.421 -1.900
H -4.078 -3.986 -1.205
H -3.216 -2.754 2.807
H -0.838 -2.376 2.176
*
```

=====

Computed values of energy relative to the best compared isomer or geometry (same formula, charge and spin) (unit: kcal per mole) for the preceding records, in sequence: 50.6 21.9 0.0 42.7.